No. 1
Density functional theory data (ωB97M-V/def2-TZVPD) for a structure of composition C3H4O2S.

The geometry in XYZ format:
```
10
Properties=species:S:1:pos:R:3:forces:R:3:lowdin_charge:R:1
C 1.101 -0.099 -0.270 2.84 -0.01 0.67 -0.277
C 0.357 -0.590 -1.220 -2.01 -1.48 -0.56 -0.028
C 0.315 0.390 0.915 -0.79 0.13 -0.22 -0.207
O -1.866 1.031 -0.520 -0.52 0.77 -0.30 -0.343
O -2.173 -1.015 0.809 1.88 0.63 -0.95 -0.335
S -1.278 -0.123 0.070 0.93 -0.89 -0.76 0.745
H 2.238 0.021 -0.375 -1.80 -0.08 0.33 0.137
H 0.589 -1.074 -2.245 -0.73 1.04 1.97 0.108
H 0.340 -0.024 1.939 0.58 -0.02 -0.67 0.104
H 0.378 1.482 0.898 -0.37 -0.08 0.48 0.097
```
Forces are in eV/Å.

Summary:
DFT total energy = -18102.6471 eV
LUMO = 0.37 eV
Kohn-Sham gap = 10.66 eV
E_HOMO = -10.30 eV



No. 2
Density functional theory data (ωB97M-V/def2-TZVPD) for a structure of composition C3H4Cl3F.

The geometry in XYZ format:
```
11
Properties=species:S:1:pos:R:3:forces:R:3:lowdin_charge:R:1
C -0.920 -0.848 0.023 1.44 -2.82 3.24 -0.798
C 0.395 -0.232 -0.324 2.30 -2.10 -0.53 -1.159
C 0.590 1.097 0.284 -0.10 3.88 0.96 -0.168
H -0.898 -1.429 1.091 0.25 1.74 -2.44 0.142
H -1.037 -1.634 -0.673 -0.90 -0.65 -0.88 0.047
H 0.325 2.026 -0.678 1.53 -2.79 3.47 0.187
H -0.688 1.276 1.217 4.42 -0.33 -2.11 0.183
F 2.141 1.157 0.931 -4.89 0.37 -2.00 -0.241
Cl -2.113 0.330 0.066 -2.79 1.14 -0.51 0.703
Cl 0.537 -0.209 -2.199 -0.06 0.18 1.46 0.544
Cl 1.667 -1.534 0.262 -1.20 1.38 -0.65 0.559
```
Forces are in eV/Å.

Summary:
DFT total energy = -43455.5848 eV
LUMO = -0.13 eV
Kohn-Sham gap = 10.68 eV
E_HOMO = -10.81 eV



No. 3
Density functional theory data (ωB97M-V/def2-TZVPD) for a structure of composition C5H8CrLiO4.

The geometry in XYZ format:
```
19
Properties=species:S:1:pos:R:3:forces:R:3:lowdin_spin:R:1
C 2.898 -1.854 0.153 -0.46 -0.20 0.11 0.005
C 2.928 -1.068 -1.143 0.13 -1.52 -1.39 0.008
O 2.386 0.211 -1.074 -0.24 1.07 -0.49 0.070
Li 1.756 1.202 -2.501 0.09 -0.36 0.17 0.005
H 3.579 -2.715 0.100 -0.17 0.28 -0.02 0.000
H 3.226 -1.233 1.001 -0.08 -0.15 -0.11 0.001
H 1.889 -2.259 0.330 0.30 0.23 0.22 0.001
H 2.298 -1.652 -1.943 1.52 0.75 1.19 0.000
O 0.223 1.626 -1.235 -0.08 -0.71 -0.18 0.014
C 0.028 1.706 1.802 0.99 -0.07 1.24 -0.010
C -1.006 1.723 -1.136 0.55 2.72 0.38 0.015
O 0.157 1.708 3.010 0.26 -0.06 -1.71 0.021
O -1.310 1.773 1.405 -0.74 0.10 -0.68 -0.009
C -1.748 2.058 0.110 -0.56 -1.08 0.49 0.002
Cr 1.532 1.174 0.323 -1.09 0.04 1.27 3.874
H -1.553 2.024 -2.048 -0.11 -0.82 0.07 -0.001
H -2.730 1.571 -0.003 0.05 0.25 0.06 0.000
H -1.949 3.144 -0.003 0.10 -0.13 -0.27 0.001
H 3.988 -0.955 -1.435 -0.46 -0.34 -0.33 0.002
```
Forces are in eV/Å.

Summary:
DFT total energy = -42123.7275 eV
LUMO (alpha / beta) = -4.83 / -4.97 eV
Charge = +1
Kohn-Sham gap (alpha / beta) = 7.28 / 7.16 eV
Spin multiplicity = 5
E_HOMO (alpha / beta) = -12.11 / -12.12 eV



No. 4
Density functional theory data (ωB97M-V/def2-TZVPD) for a cluster of 4 separate species, C3H11NO3 in total.

The geometry in XYZ format:
```
18
Properties=species:S:1:pos:R:3:forces:R:3:lowdin_charge:R:1
C -1.891 -0.673 0.406 2.49 -0.60 -1.45 -0.239
C -1.013 -1.285 1.212 -0.47 0.90 0.08 0.031
C -1.344 1.617 0.810 0.44 0.26 -1.03 -0.035
N -1.908 0.710 0.126 -2.35 0.19 1.34 -0.053
H -2.364 -1.249 -0.382 -0.20 0.06 0.05 0.091
H -0.587 -0.686 2.009 0.57 -0.24 -0.09 0.051
H -0.668 -2.290 1.023 -0.53 -0.31 0.53 0.058
H -1.722 2.620 0.607 0.46 0.14 -0.03 0.069
H -0.431 1.542 1.405 -0.32 -0.40 0.66 0.070
H -0.471 0.189 -1.633 -0.07 -0.01 0.04 -0.006
H -0.352 0.814 -3.004 -0.06 -0.06 -0.07 0.046
O -0.380 -0.042 -2.564 0.00 0.05 -0.15 -0.062
H 2.149 0.507 0.855 -0.43 0.31 -0.10 -0.001
H 2.950 -0.040 1.921 0.10 0.04 0.61 0.036
O 2.281 0.644 1.805 0.23 -0.43 -0.64 -0.074
H 1.390 -1.314 -1.508 -0.41 -0.04 0.69 0.037
H 2.372 -0.404 -1.964 0.59 0.73 -0.10 0.040
O 1.992 -0.659 -1.124 -0.05 -0.59 -0.33 -0.059
```
Forces are in eV/Å.

Summary:
DFT total energy = -10919.7286 eV
LUMO = 0.11 eV
Kohn-Sham gap = 9.10 eV
SMILES string = C=CN=C.O.O.O
E_HOMO = -8.99 eV